Entry from the OMol25 dataset: a structure of composition C32H26ClF6N3O6PS2Ti (wB97M-V/def2-TZVPD).

## Properties
Kohn-Sham gap (spin up / spin down)   6.17 / 6.27 eV
Largest force on an atom   0.41 eV/Å
M   840.991 g mol⁻¹
⟨S²⟩   2.044
Calculated total energy   -4897.04725 Ha

```
! RIJCOSX wB97M-V def2-TZVPD def2/J DEFGRID3
* xyz 1 3
Ti 0.173 0.896 1.290
Cl -1.240 3.602 0.978
C -1.412 3.949 -0.726
C -1.724 5.241 -1.105
C -1.885 5.517 -2.454
C -1.738 4.511 -3.400
C -1.424 3.223 -3.001
C -1.258 2.921 -1.649
P -0.806 1.259 -1.101
C -0.138 0.410 -2.545
C -0.924 -0.412 -3.351
C -0.367 -1.026 -4.462
C 0.969 -0.818 -4.778
C 1.751 0.012 -3.987
C 1.199 0.623 -2.872
C -2.301 0.381 -0.585
C -3.412 1.041 -0.070
C -4.363 0.311 0.633
C -4.165 -1.038 0.881
C -3.051 -1.709 0.375
C -2.164 -0.998 -0.410
H -1.837 6.014 -0.358
H -2.127 6.524 -2.766
H -1.865 4.732 -4.451
H -1.299 2.444 -3.742
H -1.967 -0.576 -3.113
H -0.979 -1.666 -5.084
H 1.400 -1.301 -5.645
H 2.789 0.185 -4.236
H 1.813 1.276 -2.263
H -3.533 2.109 -0.196
H -5.236 0.812 1.028
H -4.874 -1.577 1.498
H -2.976 -3.203 1.854
H -1.301 -1.509 -0.816
F 0.257 1.223 6.570
C -0.439 0.836 5.519
F -0.138 -0.413 5.206
F -1.737 0.942 5.765
S -0.058 1.963 4.102
O -0.961 1.537 3.015
O -0.199 3.297 4.570
N 1.394 1.457 3.726
S 2.374 2.247 2.779
O 1.666 2.439 1.493
O 3.649 1.627 2.738
C 2.647 3.981 3.403
F 2.777 3.939 4.717
F 3.762 4.428 2.848
F 1.639 4.764 3.059
O -0.351 -5.784 -0.211
C -1.599 -5.176 0.021
C -1.458 -3.756 0.510
C -2.807 -3.146 0.775
C -1.245 -1.416 2.605
N -0.270 -1.017 1.795
C 0.348 -1.994 0.997
C -0.201 -3.262 0.643
C 1.586 -1.562 0.413
C 2.502 -2.403 -0.238
C 3.666 -1.888 -0.759
C 4.674 -2.765 -1.458
O 4.327 -4.129 -1.462
C 3.903 -0.511 -0.646
C 2.967 0.269 -0.020
N 1.831 -0.227 0.504
H -0.484 -6.719 -0.388
H -2.177 -5.729 0.774
H -2.204 -5.158 -0.896
H -3.566 -3.780 0.305
H -1.688 -0.527 3.072
H 0.550 -3.961 0.303
H 2.308 -3.460 -0.330
H 5.660 -2.593 -1.016
H 4.738 -2.445 -2.502
H 4.725 -4.568 -0.704
H 4.803 -0.057 -1.040
H 3.107 1.335 0.075
*
```

Atom charges from the Mulliken analysis, given in e for atoms 1 to 5:
1. Ti 0.8016
2. Cl -0.0980
3. C 0.8970
4. C -0.7156
5. C -0.5635

Entry from the OMol25 dataset: a structure of composition C34H57CoN3O2SSi (wB97M-V/def2-TZVPD).

## Properties
Kohn-Sham gap (spin up / spin down)   6.85 / 5.87 eV
Largest force on an atom   7.23 eV/Å
M   658.935 g mol⁻¹
⟨S²⟩   6.056
Calculated total energy   -3714.21247 Ha

```
! RIJCOSX wB97M-V def2-TZVPD def2/J DEFGRID3
* xyz 1 5
O -2.029 3.069 -1.271
O -0.589 4.938 -1.058
C -2.327 3.060 -2.709
C -3.425 2.105 -3.050
H -1.405 2.815 -3.243
H -2.564 4.089 -3.020
H -3.178 1.070 -2.779
H -3.582 2.113 -4.141
H -4.388 2.358 -2.593
C -3.104 3.730 -0.473
C -3.684 5.014 -0.970
H -2.684 3.837 0.532
H -3.895 2.974 -0.425
H -2.942 5.795 -1.172
H -4.360 5.428 -0.192
H -4.306 4.896 -1.868
C -0.122 5.231 0.310
C 0.039 5.486 -2.260
C -0.902 6.355 0.879
H 0.951 5.417 0.242
H -0.276 4.315 0.888
H -0.829 7.280 0.296
H -0.522 6.572 1.883
H -1.969 6.110 0.988
C -0.263 6.932 -2.366
H -0.367 4.918 -3.102
H 1.106 5.270 -2.190
H -1.337 7.151 -2.297
H 0.079 7.292 -3.343
H 0.264 7.519 -1.609
H -1.002 3.910 -1.167
N 0.248 -1.800 -0.988
C 1.444 -2.488 -0.939
C 2.516 -2.073 -0.228
C 2.685 -1.069 0.760
C 1.570 -3.729 -1.746
H 1.634 -3.522 -2.829
H 0.764 -4.463 -1.595
H 2.503 -4.266 -1.482
C 4.052 -0.847 1.339
H 4.062 -1.085 2.417
H 4.342 0.215 1.230
H 4.843 -1.448 0.868
N 1.717 -0.301 1.199
C -0.869 -2.329 -1.747
C -0.988 -1.957 -3.096
C -0.061 -1.072 -3.841
C -2.063 -2.498 -3.814
H -2.196 -2.226 -4.864
C -2.951 -3.389 -3.231
H -3.781 -3.800 -3.811
C -2.758 -3.771 -1.909
H -3.451 -4.499 -1.469
C -1.706 -3.253 -1.166
C -1.584 -3.837 0.126
C 1.566 0.008 2.585
C 1.926 1.288 3.081
C 2.505 2.350 2.218
C 1.764 1.546 4.444
H 2.039 2.527 4.839
C 1.267 0.579 5.309
H 1.147 0.805 6.372
C 0.943 -0.675 4.828
H 0.570 -1.441 5.514
C 1.081 -0.980 3.476
C 0.907 -2.352 3.159
Co 0.068 0.062 -0.042
H -0.560 -0.128 -4.147
H 0.271 -1.552 -4.783
H 0.852 -0.806 -3.293
H -0.462 -3.948 0.449
H -1.963 -4.832 0.333
H -2.126 -3.176 0.941
H 2.179 3.355 2.542
H 2.209 2.255 1.166
H 3.613 2.347 2.254
H 0.260 -2.317 2.117
H 0.205 -2.944 3.770
H 1.701 -2.953 2.753
H 3.435 -2.613 -0.485
C 0.867 1.324 -1.321
Si 2.521 1.501 -2.132
H 0.056 0.751 -1.864
H 0.625 1.876 -0.368
C 2.280 2.153 -3.874
C 3.541 -0.050 -2.422
C 3.654 2.649 -1.178
H 3.122 3.538 -0.813
H 4.494 2.996 -1.807
H 4.092 2.140 -0.306
H 1.474 1.607 -4.384
H 3.196 2.032 -4.472
H 2.024 3.222 -3.884
H 2.939 -0.906 -2.762
H 4.086 -0.348 -1.516
H 4.303 0.131 -3.200
S -0.532 -1.626 0.989
C -0.891 -3.257 1.968
N -1.076 -4.300 2.633
*
```

Atom charges from the Mulliken analysis, given in e for atoms 1 to 5:
1. O -0.4562
2. O 0.2304
3. C -0.1517
4. C -1.4779
5. H 0.2914

Entry from the OMol25 dataset: a structure of composition C17H47HfO16P3 (wB97M-V/def2-TZVPD).

## Properties
Kohn-Sham gap   9.08 eV
Largest force on an atom   3.77 eV/Å
M   778.959 g mol⁻¹
Calculated total energy   -2952.25660 Ha

```
! RIJCOSX wB97M-V def2-TZVPD def2/J DEFGRID3
* xyz 0 1
Hf 6.951 12.990 11.087
C 10.563 11.298 13.038
C 9.589 11.319 11.862
O 8.717 12.365 11.761
H 10.126 11.298 14.027
H 11.186 12.199 13.031
H 11.056 10.354 12.898
H 9.026 10.400 11.953
H 10.086 11.093 10.860
C 5.131 11.362 8.086
C 5.895 10.622 9.155
O 6.772 11.369 9.991
H 4.244 11.921 8.458
H 4.724 10.740 7.274
H 5.933 11.973 7.705
H 6.533 9.931 8.693
H 5.155 10.120 9.784
C 5.610 11.479 14.998
C 5.358 11.574 13.495
O 5.929 12.717 12.903
H 5.031 10.694 15.372
H 5.322 12.417 15.461
H 6.643 11.255 15.306
H 4.262 11.646 13.286
H 5.604 10.646 12.951
C 4.882 16.275 9.732
C 5.091 14.836 9.195
O 5.470 13.930 10.156
H 5.182 17.005 8.958
H 5.449 16.483 10.676
H 3.826 16.456 9.995
H 5.844 14.934 8.399
H 4.179 14.515 8.643
C 11.240 14.531 10.968
O 10.422 15.356 10.005
P 9.458 14.651 8.969
O 8.216 14.219 9.572
O 9.295 15.777 7.904
C 10.412 16.429 7.407
O 10.195 13.495 8.180
C 9.757 12.214 7.928
H 12.134 15.126 11.180
H 11.529 13.588 10.521
H 10.668 14.385 11.914
H 10.101 17.114 6.616
H 11.040 15.678 6.979
H 11.040 16.872 8.272
H 10.546 11.475 7.884
H 9.286 12.167 6.906
H 9.113 11.754 8.701
C 4.679 15.783 13.353
O 5.944 16.443 13.497
P 7.392 15.860 13.400
O 7.782 14.959 12.282
O 8.195 17.270 13.386
C 7.949 18.227 12.314
O 7.659 15.261 14.860
C 8.656 14.165 14.864
H 3.937 16.196 14.081
H 4.822 14.728 13.424
H 4.259 15.959 12.403
H 8.681 18.929 12.621
H 6.921 18.712 12.290
H 8.155 17.813 11.304
H 9.586 14.487 14.389
H 8.324 13.266 14.328
H 8.836 13.945 15.908
C 10.907 4.080 13.707
O 10.963 5.248 12.786
P 10.557 6.609 13.547
O 11.352 6.889 14.758
O 10.816 7.757 12.433
C 10.046 7.780 11.213
O 8.960 6.540 13.628
C 8.329 7.512 14.552
H 11.242 4.284 14.641
H 11.514 3.301 13.219
H 9.890 3.746 13.831
H 9.098 8.111 11.521
H 10.066 6.794 10.715
H 10.464 8.525 10.501
H 7.648 6.899 15.159
H 7.772 8.305 14.064
H 9.009 8.075 15.206
*
```

Atom charges from the Mulliken analysis, given in e for atoms 1 to 5:
1. Hf 1.4032
2. C -1.4467
3. C -0.0810
4. O 1.0719
5. H 0.2215

- Among the records above, which one has the lowest M?
  C34H57CoN3O2SSi

- Which value of calculated total energy does entry 2 give?
  -3714.21247 Ha

- Look up the M of the first one.
  840.991 g mol⁻¹

- Number 1 is which compound?
  C32H26ClF6N3O6PS2Ti